(1)
DFT (wB97M-V/def2-TZVPD) results for a molecular structure, C38H99F6HgN10O13S2 in a non-equilibrium geometry.

Computed properties:
- E (a.u.) = -4581.4476
- net charge = +1
- HOMO level (eV) = -10.57
- Kohn-Sham gap (eV) = 7.3
- LUMO level (eV) = -3.24
- ΔE to the lowest compared entry with this formula, charge and spin (kJ/mol) = 0.00

Cartesian coordinates (Å):
Hg (-3.67119, -0.35999, -0.82051)
S (-1.90638, 2.33377, -1.05841)
S (-0.35167, 0.74834, 0.28299)
F (-1.80759, 1.87096, -3.66678)
F (0.80948, -1.15019, -1.28114)
F (-1.01889, 3.76689, -3.03304)
F (0.14166, 1.94755, -2.75122)
F (-0.64132, -1.85019, 0.26894)
F (1.33802, -1.18665, 0.77852)
O (5.99783, 4.57209, -4.15907)
O (-4.09595, 0.13160, -3.05307)
O (3.14292, 0.52096, 1.84035)
O (0.71734, 1.60718, -0.13487)
O (-1.42582, 3.37783, -0.19196)
O (-3.28910, 5.23780, 1.46973)
O (2.97882, -2.28143, -5.23073)
O (-0.41829, -7.42302, -2.75228)
O (-3.31223, 2.45837, -1.35672)
O (0.56545, -5.34467, 2.27232)
O (-0.64073, 0.82772, 1.69383)
O (-3.75844, -1.46232, 1.17229)
O (-1.40885, 1.85021, 7.97902)
N (-1.60998, 0.69750, -0.61511)
N (2.12182, 2.81697, 4.58964)
N (0.95175, -6.98910, 5.59309)
N (-0.93887, 2.84964, 4.43698)
N (-2.57179, 8.27840, -0.46508)
N (-2.71619, -2.15055, -1.87911)
N (-4.95379, 1.08557, 0.60179)
N (4.95635, 2.45181, -2.43102)
N (4.41551, -1.58713, -8.57124)
N (-1.15988, -5.01363, -0.07591)
C (0.33604, -0.98915, -0.05770)
C (2.01717, -7.61808, 3.48389)
C (0.78833, -4.88826, -1.47341)
C (-0.64104, -8.83052, -2.95789)
C (-1.55982, 0.65863, 8.70135)
C (-2.24413, -1.45252, -3.10947)
C (-4.32242, 0.72589, 1.90352)
C (-1.83388, 4.07233, 6.25699)
C (5.01803, 4.75946, -3.16967)
C (2.20576, 2.32953, 3.19550)
C (3.20543, 1.16646, 3.08667)
C (4.12896, 3.52002, -3.06357)
C (-2.64585, 6.48283, 1.15473)
C (2.39689, 3.47892, 2.20638)
C (-1.05679, 2.48210, -2.75909)
C (2.96244, 3.80284, -2.11606)
C (-0.66803, -7.04317, -1.41427)
C (6.93482, 5.64796, -4.16096)
C (-1.32840, 1.62985, 6.58541)
C (-3.50556, -0.93210, -3.82870)
C (-3.57686, -2.85088, 1.34729)
C (-3.28117, 7.02889, -0.12993)
C (3.35378, -1.48113, -6.32270)
C (-1.51630, -2.49463, -3.92358)
C (-4.93073, 1.54994, 3.03773)
C (4.20076, 0.81878, 0.96354)
C (-4.90281, 1.00040, -3.84769)
C (-0.88441, 2.93822, 5.90638)
C (1.20465, -4.08247, 2.34274)
C (5.33455, -2.94399, -6.84593)
C (-0.61332, -5.51152, -1.34303)
C (4.02819, -2.35869, -7.38148)
C (0.14829, -5.88627, 3.51406)
C (-4.40147, -0.76287, 2.21453)
C (1.35185, -6.50182, 4.25961)
C (-2.67710, 4.62114, 2.57173)
C (2.25467, -1.57792, -4.24599)
C (-3.15140, 6.04813, -1.26745)
H (6.46662, 6.51185, -4.64521)
H (4.46052, 1.88112, 1.02301)
H (1.42819, -5.33308, -0.71098)
H (-4.94683, 0.76005, -4.90928)
H (1.19474, -5.05001, -2.47257)
H (-1.08263, -2.06074, -4.83158)
H (-2.89371, -3.07894, 2.16723)
H (-1.71805, -8.92804, -3.10612)
H (-3.14293, -3.01429, -2.22506)
H (-1.58743, 6.26374, 0.96773)
H (5.44469, 1.90146, -3.12747)
H (1.33219, -8.46483, 3.38642)
H (2.93355, -7.95444, 3.96720)
H (1.50992, -3.77664, 1.34491)
H (5.69303, 2.88546, -1.88766)
H (-2.71072, 7.15327, 2.01539)
H (4.42313, 5.65232, -3.41963)
H (5.92207, -3.32790, -7.68144)
H (0.93239, -6.17099, 6.20018)
H (-3.46295, 6.43983, -2.23783)
H (5.90607, -2.19541, -6.29350)
H (3.71425, -0.86659, -8.74295)
H (-0.30264, 2.20178, 3.98160)
H (-2.22200, -3.25711, -4.26744)
H (-3.14111, -0.50212, -4.76230)
H (-2.04612, -5.42878, 0.18685)
H (-0.65476, -3.01967, -3.50853)
H (1.55103, 4.16785, 2.26083)
H (-3.97760, -1.01247, 3.19033)
H (1.94116, -2.22964, -3.43381)
H (-1.76238, 0.82322, 9.76485)
H (4.19516, 1.40910, 3.49718)
H (-2.66784, 5.17037, 3.51889)
H (0.53253, -3.35622, 2.80842)
H (-2.39783, 0.04074, 8.36928)
H (-1.24467, -5.14185, -2.15790)
H (-3.28944, 1.06798, 1.78869)
H (-0.24215, -9.40125, -2.12057)
H (-2.34850, 1.40757, 6.23577)
H (3.72593, 3.11943, -3.99187)
H (3.02512, 3.18258, 4.86718)
H (0.75747, -3.80549, -1.34928)
H (2.47023, -0.98852, -6.76065)
H (1.38799, -1.09583, -4.71367)
H (-0.49860, -5.17835, 0.68577)
H (0.12638, 3.19933, 6.21593)
H (-0.50081, -6.73130, 3.26898)
H (-4.87550, 2.62264, 2.85031)
H (-4.49315, -3.41384, 1.56233)
H (-3.13135, 3.67391, 2.86603)
H (0.00412, -7.48154, -0.66647)
H (7.28025, 5.89319, -3.15790)
H (-1.86436, 2.50044, 4.20613)
H (-1.58165, 8.11793, -0.62434)
H (2.40001, 2.89259, -1.90779)
H (5.08334, 0.19560, 1.13790)
H (2.12994, -4.12725, 2.92487)
H (5.41359, 4.98417, -2.17030)
H (7.72829, 5.35797, -4.84724)
H (5.25783, -3.80643, -6.18080)
H (2.93081, 0.42064, 3.84042)
H (-4.44487, 1.41481, 4.00640)
H (2.04529, -5.66925, 4.43341)
H (-2.79689, 3.94127, 5.75500)
H (-2.07894, 4.11534, 7.32069)
H (-1.44123, 5.05761, 6.00878)
H (-1.65677, 4.35473, 2.27722)
H (3.30414, 4.21363, -1.16578)
H (-5.93121, 0.91671, -3.48594)
H (-4.68389, 2.06602, -3.78259)
H (-5.99341, 1.34778, 3.20531)
H (-4.20758, -1.75177, -4.00023)
H (1.74453, -7.48695, 5.99223)
H (-1.67991, -7.39841, -1.17531)
H (-4.31086, 7.32726, 0.06981)
H (2.24828, -7.34604, 2.45305)
H (-1.65404, -0.56596, -2.88224)
H (-0.12162, -9.09867, -3.87427)
H (-3.69508, 5.11033, -1.15495)
H (-0.46149, -5.21560, 4.12492)
H (-0.67944, 0.78756, 6.32961)
H (3.36021, -3.13693, -7.75352)
H (2.95703, -0.83540, -3.84736)
H (2.26232, 4.48213, -2.61107)
H (2.31459, 3.09715, 1.18280)
H (1.26868, 1.84126, 2.91231)
H (3.35469, 3.98462, 2.33172)
H (3.98802, 0.70775, -0.10302)
H (-1.95701, -2.61670, -1.36768)
H (3.98207, -0.65944, -5.94711)
H (-5.44819, -1.09597, 2.25578)
H (1.45261, 3.57495, 4.51384)
H (-2.59969, 8.89192, 0.34339)
H (-2.10392, 5.75816, -1.39378)
H (5.24082, -1.04046, -8.33180)
H (-3.22761, -3.19766, 0.37937)
H (-4.87098, 2.09552, 0.48498)
H (-5.96197, 1.00728, 0.75966)
H (-0.60063, 0.13417, 8.78219)


(2)
DFT (wB97M-V/def2-TZVPD) results for 16 unconnected molecules or ions with the total composition C39H100BO23 in a non-equilibrium geometry.

Computed properties:
- E (a.u.) = -3301.4532
- 2S+1 = 2
- net charge = -2
- HOMO level (spin up / spin down) (eV) = 0.70 / -3.23
- Kohn-Sham gap (spin up / spin down) (eV) = 2.8 / 6.8
- LUMO level (spin up / spin down) (eV) = 3.53 / 3.53
- expectation value of S² = 0.753

Cartesian coordinates (Å):
O (0.01571, 6.04406, 1.67924)
O (3.12656, -0.93851, 2.76612)
O (4.03461, -2.71352, -2.29983)
O (0.17325, -3.96501, 4.97270)
O (-3.66770, -0.41040, -5.90630)
O (1.86449, -4.42506, -2.08868)
O (-2.83809, -0.64213, -0.22412)
O (1.09184, -0.15223, 2.02416)
O (-0.05424, 1.36465, 0.43738)
O (4.69549, -4.13757, 6.18345)
O (-5.55329, -4.88847, 0.63557)
O (7.55949, -3.38134, 1.25725)
O (5.38042, 3.39918, -2.02789)
O (1.50796, -0.35684, -0.25736)
O (-3.87466, 0.34818, 4.24010)
O (-0.70781, -0.88399, 0.48413)
O (3.69783, -0.94674, -0.18092)
O (1.64338, 2.14546, 7.08468)
O (2.54399, 3.08553, -2.94473)
O (-6.09214, 2.45939, -2.47718)
O (-5.31879, 0.28006, -0.82227)
O (-2.10694, 2.22520, -0.19875)
O (-5.07439, 5.54211, 1.34008)
C (2.59858, 2.45341, 4.92621)
C (8.11511, -1.07228, 0.83198)
C (5.69658, 1.04373, -2.64150)
C (0.72028, -3.60334, -1.84119)
C (-5.34314, 2.66722, -3.62109)
C (7.64320, 2.66277, -2.43570)
C (0.99772, 0.53910, 5.40138)
C (-1.38414, -0.80615, -5.65635)
C (1.25142, 1.09336, -3.51940)
C (4.11563, -1.95677, -3.49590)
C (-5.88722, 3.80835, -4.43673)
C (-1.74991, -0.18444, 0.07436)
C (-1.34599, 1.31770, 0.03810)
C (-3.71159, 1.43231, 3.42544)
C (2.61135, -0.68476, 0.36926)
C (-4.43926, 2.60023, 4.13195)
C (-5.22942, -3.47760, -1.18714)
C (-1.10825, -2.17728, 4.14015)
C (0.10530, -3.75975, 2.59145)
C (-0.50205, -4.50050, -1.89988)
C (1.19774, 2.56839, -2.99536)
C (6.15149, 2.50937, -2.83144)
C (2.33182, -0.60778, 1.87185)
C (-2.63564, -0.17690, -5.01885)
C (-3.83407, 2.82497, -3.35891)
C (6.97718, -2.15587, 0.98807)
C (-2.19437, 1.67831, 3.33542)
C (0.13284, -2.96571, 3.97902)
C (-4.89097, -3.71905, 0.27738)
C (4.20564, -4.06308, 4.89262)
C (1.34337, 1.99261, 5.69297)
C (-2.89556, -0.89752, -3.72215)
C (0.63932, -2.45823, -2.88615)
C (-0.33196, 4.80803, 1.17316)
C (0.37627, 3.46035, -3.98536)
C (-4.64094, 4.44828, 0.50790)
C (-3.38164, -3.97330, 0.50618)
C (-6.20690, 0.70409, 0.20116)
C (6.03483, -1.90332, 2.13102)
B (0.45262, -0.00014, 0.68306)
H (4.77370, 0.84834, -3.18758)
H (6.47208, -2.18964, 3.08754)
H (-3.67860, 3.66064, -2.67658)
H (-0.08140, 4.04405, 1.90914)
H (5.63327, -3.96696, 6.06917)
H (3.51096, 2.00867, 5.32354)
H (-2.04927, -0.68448, -3.06909)
H (8.74726, -0.91579, 1.70605)
H (-0.38124, -4.64834, 4.58904)
H (-6.13531, 4.73215, -3.91410)
H (6.41787, 0.30533, -2.99167)
H (-1.41124, -3.90257, -1.83701)
H (-0.31766, -1.97149, -2.69810)
H (-1.40296, 4.75292, 0.97815)
H (-3.12496, -4.75951, -0.20380)
H (-5.50915, 2.41669, 4.23069)
H (7.57634, -0.15470, 0.59558)
H (-2.47038, 0.88104, -4.81502)
H (4.47214, 3.22637, -2.28629)
H (-4.55571, -2.71313, -1.57420)
H (-3.50010, 1.94428, -2.81033)
H (-1.15416, -1.58124, 5.05159)
H (-3.24238, 2.85796, -4.27373)
H (-2.02964, -2.75067, 4.03830)
H (3.21812, -4.51862, 4.81917)
H (-0.33611, 6.18615, 2.56108)
H (-5.84668, 1.61190, -2.09891)
H (1.52396, 1.13977, -4.57376)
H (-1.40711, -1.89545, -5.68836)
H (-0.45713, -5.18813, -1.05534)
H (7.67783, 2.35192, -1.39154)
H (0.22912, 4.58004, 0.26690)
H (5.13333, -2.51526, 2.10105)
H (1.39028, -1.67062, -2.82432)
H (-5.45625, 4.25462, -0.18914)
H (-4.20331, 3.53311, 3.61995)
H (4.21393, -3.02936, 4.54698)
H (0.34434, 0.51760, -3.33558)
H (-3.68077, 4.64131, 0.02945)
H (5.14210, -1.78581, -3.82028)
H (2.05896, 0.56843, -3.00909)
H (0.72571, 3.41409, -5.01678)
H (4.90451, -4.62165, 4.26999)
H (3.67736, -2.61423, -4.24674)
H (-1.73135, 0.76518, 2.96140)
H (2.52723, 3.93033, -2.48907)
H (0.50169, 2.62271, 5.40546)
H (-4.02197, 1.25627, 2.39550)
H (0.69249, 0.32349, 4.37745)
H (-5.53901, -4.96743, 1.59220)
H (-6.78682, 3.54383, -4.99247)
H (-6.24545, -3.12402, -1.36250)
H (0.26548, 4.48999, -3.64525)
H (8.32459, 2.17113, -3.13002)
H (-5.19388, -3.02765, 1.06372)
H (8.72999, -1.33175, -0.02981)
H (0.70007, 2.52742, -2.02647)
H (-0.64008, 3.06985, -4.03654)
H (5.53571, 0.79274, -1.59307)
H (-4.52642, -0.21229, 3.81268)
H (6.01735, 2.75680, -3.88447)
H (-3.16038, -4.38400, 1.49131)
H (-3.09029, -1.96922, -3.76293)
H (-1.96555, 2.44757, 2.59787)
H (-1.74817, 1.97204, 4.28554)
H (2.28367, 2.85914, 7.13247)
H (2.65926, 3.54108, 4.96378)
H (-0.73763, -4.44468, 2.49951)
H (1.86339, -0.09553, 5.59100)
H (0.15299, -3.12008, 1.71019)
H (5.72437, -0.85876, 2.15590)
H (-5.54310, 1.75615, -4.18505)
H (-5.14347, 4.18079, -5.14116)
H (0.14262, 0.21626, 5.99525)
H (-5.88085, 5.37820, 1.83441)
H (-3.69060, -0.35032, -3.21561)
H (2.62861, -3.85245, -2.18785)
H (-3.97225, 2.73160, 5.10804)
H (-7.10633, 1.17719, -0.19291)
H (-0.52485, -5.16171, -2.76612)
H (-6.46418, -0.19000, 0.76907)
H (3.65318, -2.22449, -1.56704)
H (0.73982, -3.23371, -0.81596)
H (6.86551, -4.04335, 1.29904)
H (-2.77643, -3.13804, 0.15382)
H (-4.42858, 3.55362, 1.09321)
H (-5.68771, 1.43640, 0.81944)
H (7.93536, 3.71161, -2.48753)
H (1.02567, -2.34120, 4.00961)
H (6.40585, -2.14744, 0.05984)
H (1.02232, -4.33998, 2.48885)
H (2.68100, 2.27693, 3.85376)
H (-3.55586, -1.23042, -6.39276)
H (-1.28742, -0.51165, -6.70135)
H (0.65476, -2.84841, -3.90380)
H (-1.09132, -1.46777, 3.31285)
H (-5.26987, -4.43028, -1.71522)
H (3.60284, -0.99708, -3.56029)
H (-0.47173, -0.42916, -5.19432)
H (-4.49815, 0.06398, -0.37343)